Entry 1:
DFT (wB97M-V/def2-TZVPD) results for a cluster of 2 separate species, C5H7N in total.

Cartesian coordinates (Å):
1 C -1.448 -0.321 0.529
2 C -0.496 -0.925 1.165
3 C -0.420 -0.997 -0.329
4 C 0.695 -0.270 -1.069
5 C 1.842 0.224 -0.334
6 N 1.057 1.146 -0.658
7 H -2.374 0.232 0.534
8 H -0.022 -1.214 2.087
9 H -0.717 -1.921 -0.834
10 H 0.800 -0.472 -2.138
11 H 2.723 0.094 0.283
12 H -1.168 2.322 0.572
13 H -0.524 2.256 0.189

Energy above the lowest of the compared OMol25 structures with the same formula, charge and spin = 132.4 kcal/mol
Structure (SMILES) = C1=CC1[C@@H]1C=N1.[H][H]
HOMO energy = -9.48 eV
Kohn-Sham gap = 0.3917 Ha

These are the natural (NBO) partial charges, in e, on atoms 1 to 4: C -0.15; C -0.20; C -0.28; C -0.15

Entry 2:
DFT (wB97M-V/def2-TZVPD) results for a structure of composition C50H97CuF12N2O23 in a non-equilibrium geometry.

Cartesian coordinates (Å):
1 Cu 0.997 -3.839 1.893
2 C 1.053 -0.513 1.103
3 O -0.208 -0.633 0.464
4 O 1.507 -1.775 1.362
5 C 1.854 0.355 0.094
6 F 2.127 -0.379 -0.996
7 F 1.198 1.443 -0.317
8 F 2.968 0.829 0.698
9 C -1.282 -0.076 1.191
10 C -2.531 -0.481 0.439
11 H -3.447 -0.432 1.015
12 H -2.654 0.013 -0.529
13 H -2.287 -1.491 0.086
14 H -1.363 1.014 1.268
15 H -1.337 -0.565 2.169
16 H 0.955 0.079 2.018
17 C -3.898 -3.649 2.921
18 C -2.482 -3.331 2.803
19 N -1.342 -3.188 2.763
20 H -4.141 -3.553 3.980
21 H -4.026 -4.681 2.601
22 H -4.527 -2.961 2.359
23 C 4.751 -1.008 3.096
24 C 4.587 -2.009 4.143
25 N 4.441 -2.861 4.896
26 H 3.881 -0.393 2.869
27 H 4.963 -1.488 2.137
28 H 5.581 -0.319 3.242
29 C 2.711 -1.693 -4.147
30 O 2.601 -0.814 -5.221
31 C 2.508 0.576 -5.005
32 C 1.878 1.190 -6.232
33 O 1.947 2.607 -6.042
34 C 1.609 3.371 -7.183
35 C 2.866 3.914 -7.852
36 O 3.678 4.508 -6.856
37 C 4.771 5.180 -7.413
38 H 1.784 -1.694 -3.560
39 H 3.522 -1.385 -3.474
40 H 2.877 -2.739 -4.399
41 H 3.493 1.004 -4.809
42 H 1.914 0.823 -4.116
43 H 0.869 0.817 -6.424
44 H 2.493 1.030 -7.123
45 H 1.008 4.235 -6.891
46 H 0.973 2.878 -7.923
47 H 2.618 4.641 -8.631
48 H 3.437 3.102 -8.319
49 H 4.537 5.996 -8.106
50 H 5.372 4.502 -8.039
51 H 5.505 5.551 -6.700
52 C -10.637 -9.723 -1.648
53 O -9.618 -9.280 -0.769
54 C -8.909 -8.192 -1.372
55 C -8.109 -7.466 -0.322
56 O -8.043 -6.106 -0.737
57 C -7.457 -5.240 0.175
58 C -7.303 -3.847 -0.404
59 O -5.970 -3.360 -0.224
60 C -5.756 -2.194 -0.989
61 H -11.363 -8.921 -1.806
62 H -11.123 -10.560 -1.146
63 H -10.242 -10.084 -2.603
64 H -9.501 -7.537 -2.012
65 H -8.207 -8.679 -2.063
66 H -7.097 -7.861 -0.208
67 H -8.643 -7.526 0.632
68 H -6.446 -5.571 0.471
69 H -7.897 -5.190 1.183
70 H -8.004 -3.099 -0.029
71 H -7.413 -3.984 -1.486
72 H -5.829 -2.333 -2.076
73 H -4.708 -1.907 -0.906
74 H -6.476 -1.408 -0.750
75 C -5.207 3.746 6.305
76 O -5.790 2.478 6.139
77 C -5.301 1.806 5.000
78 C -5.961 0.442 4.922
79 O -5.371 -0.333 3.869
80 C -5.840 -0.044 2.574
81 C -7.349 -0.089 2.244
82 O -7.925 1.104 2.737
83 C -9.340 1.093 2.555
84 H -5.275 4.372 5.411
85 H -4.166 3.725 6.644
86 H -5.740 4.272 7.097
87 H -4.210 1.727 5.066
88 H -5.559 2.336 4.076
89 H -7.033 0.608 4.830
90 H -5.805 -0.165 5.813
91 H -5.387 -0.701 1.826
92 H -5.522 0.977 2.325
93 H -7.766 -0.934 2.802
94 H -7.323 -0.083 1.150
95 H -9.815 0.350 3.201
96 H -9.596 0.906 1.511
97 H -9.710 2.072 2.854
98 C 2.561 -3.980 -0.852
99 O 2.366 -4.754 0.341
100 C 3.617 -5.155 0.863
101 C 3.417 -5.754 2.268
102 O 2.534 -4.887 2.928
103 C 2.294 -5.386 4.251
104 C 1.231 -4.499 4.934
105 O 1.013 -3.381 4.075
106 C 0.757 -2.151 4.764
107 H 3.317 -3.217 -0.666
108 H 1.633 -3.518 -1.183
109 H 2.877 -4.607 -1.688
110 H 4.266 -4.287 1.023
111 H 4.131 -5.896 0.249
112 H 4.406 -5.878 2.713
113 H 3.086 -6.782 2.075
114 H 3.156 -5.317 4.918
115 H 1.993 -6.432 4.195
116 H 1.447 -4.182 5.951
117 H 0.279 -5.041 4.938
118 H -0.178 -2.205 5.316
119 H 0.733 -1.354 4.024
120 H 1.619 -1.928 5.395
121 C 3.931 3.719 -3.844
122 O 4.699 3.602 -2.655
123 C 4.792 2.298 -2.164
124 C 5.528 2.342 -0.825
125 O 6.854 2.787 -0.926
126 C 7.084 4.176 -0.937
127 C 8.594 4.394 -0.884
128 O 8.962 5.741 -0.892
129 C 10.226 5.979 -0.323
130 H 2.990 3.172 -3.730
131 H 4.519 3.325 -4.674
132 H 3.638 4.748 -4.035
133 H 5.280 1.589 -2.848
134 H 3.794 1.842 -2.048
135 H 5.596 1.297 -0.516
136 H 4.956 2.934 -0.107
137 H 6.685 4.581 0.000
138 H 6.653 4.656 -1.816
139 H 9.226 3.758 -1.517
140 H 8.864 3.925 0.080
141 H 11.047 5.494 -0.860
142 H 10.223 5.656 0.723
143 H 10.393 7.054 -0.362
144 C -0.954 -1.676 -3.287
145 C -1.741 -1.445 -4.556
146 O -2.555 -0.268 -4.435
147 C -3.871 -0.434 -4.475
148 O -4.430 -1.474 -4.329
149 C -4.664 0.857 -4.771
150 F -3.894 1.924 -4.831
151 F -5.280 0.725 -5.922
152 F -5.556 1.023 -3.811
153 H -0.393 -2.561 -3.606
154 H -1.557 -1.996 -2.434
155 H -0.408 -0.806 -2.929
156 H -2.339 -2.333 -4.764
157 H -1.061 -1.372 -5.405
158 C 1.225 4.618 -2.406
159 C 1.788 4.732 -0.997
160 O 2.323 6.040 -0.706
161 C 2.474 6.510 0.490
162 O 2.101 5.919 1.482
163 C 3.111 7.912 0.539
164 F 3.107 8.415 -0.713
165 F 2.350 8.690 1.310
166 F 4.366 7.983 0.974
167 H 1.796 5.174 -3.145
168 H 0.198 4.982 -2.412
169 H 1.205 3.551 -2.622
170 H 2.681 4.117 -0.860
171 H 1.057 4.484 -0.229
172 C 4.171 3.483 2.642
173 C 3.823 2.726 3.908
174 O 4.954 2.787 4.797
175 C 5.054 1.861 5.741
176 O 4.503 0.804 5.755
177 C 6.145 2.260 6.766
178 F 7.284 1.599 6.523
179 F 6.422 3.564 6.716
180 F 5.729 1.933 7.994
181 H 4.617 2.801 1.918
182 H 4.828 4.320 2.857
183 H 3.225 3.813 2.209
184 H 3.473 1.709 3.738
185 H 3.037 3.261 4.451

<S²> = 0.76
Total charge = +1
Multiplicity = 2
HOMO energy (spin up / spin down) = -10.87 / -10.87 eV
Kohn-Sham gap (spin up / spin down) = 0.2954 / 0.1780 Ha

These are the Löwdin partial charges, in e, on atoms 1 to 4: Cu 0.75; C -0.38; O -0.09; O -0.05

Entry 3:
DFT (wB97M-V/def2-TZVPD) results for an isolated molecule of C8H12Cl2 in a non-equilibrium geometry.

Cartesian coordinates (Å):
1 C 0.330 -0.163 -0.409
2 C -0.695 -0.180 0.855
3 C -1.932 1.171 2.714
4 C -0.949 0.992 1.779
5 C -1.829 -0.384 -0.216
6 C -0.129 2.151 1.271
7 C 1.838 -1.488 -1.989
8 C 1.285 -1.322 -0.536
9 Cl -3.069 -0.051 3.076
10 Cl -0.538 -1.592 2.009
11 H -2.075 2.013 3.438
12 H -1.712 -1.137 -0.886
13 H -2.015 0.484 -0.775
14 H -2.721 -0.495 0.247
15 H 0.189 2.682 2.119
16 H -0.805 2.861 0.785
17 H 0.671 1.877 0.696
18 H 2.889 -1.801 -1.853
19 H 1.755 -0.567 -2.429
20 H 1.108 -2.216 -2.453
21 H 2.251 -1.028 0.066
22 H 0.884 -2.349 -0.418

Energy above the lowest of the compared OMol25 structures with the same formula, charge and spin = 112.7 kcal/mol
HOMO energy = -8.68 eV
Kohn-Sham gap = 0.3101 Ha

These are the natural (NBO) partial charges, in e, on atoms 1 to 4: C 0.21; C -0.16; C -0.23; C -0.02

Entry 4:
DFT (wB97M-V/def2-TZVPD) results for the ion C2H5N2O2 with charge -1 in a non-equilibrium geometry.

Cartesian coordinates (Å):
1 C 1.213 -0.163 0.555
2 C 0.547 0.321 -0.710
3 N -1.056 0.886 -0.490
4 N -1.773 -0.013 0.121
5 O -1.400 -1.163 0.422
6 O -2.937 0.410 0.390
7 H 1.980 -1.061 0.338
8 H 1.732 0.740 0.997
9 H 0.462 -0.512 1.207
10 H 0.333 -0.549 -1.490
11 H 0.898 1.104 -1.341

Energy above the lowest of the compared OMol25 structures with the same formula, charge and spin = 120.1 kcal/mol
Total charge = -1
Structure (SMILES) = CCN=[N+]([O-])[O-]
HOMO energy = -3.68 eV
Kohn-Sham gap = 0.2974 Ha

These are the natural (NBO) partial charges, in e, on atoms 1 to 4: C -0.64; C -0.29; N -0.41; N 0.54

Entry 5:
DFT (wB97M-V/def2-TZVPD) results for a cluster of 2 separate species, C5H11NO in total in a non-equilibrium geometry.

Cartesian coordinates (Å):
1 C 0.945 2.537 0.313
2 C 0.485 1.700 -0.639
3 C -0.628 0.741 -0.541
4 C -1.170 0.023 -1.765
5 C -1.300 0.525 0.621
6 N -1.807 -0.741 0.826
7 H 0.245 2.952 1.024
8 H 2.005 2.735 0.257
9 H 1.187 1.369 -1.403
10 H -0.883 -1.022 -1.940
11 H -2.247 0.143 -1.870
12 H -0.773 0.594 -2.616
13 H -1.433 1.267 1.400
14 H -1.326 -1.541 0.464
15 H -2.355 -0.940 1.637
16 O 3.210 -3.768 1.258
17 H 2.253 -3.619 1.382
18 H 3.593 -2.956 1.592

Energy above the lowest of the compared OMol25 structures with the same formula, charge and spin = 68.0 kcal/mol
Structure (SMILES) = C=C/C(C)=C/N.O
HOMO energy = -7.21 eV
Kohn-Sham gap = 0.2826 Ha

These are the natural (NBO) partial charges, in e, on atoms 1 to 4: C -0.44; C -0.18; C -0.17; C -0.63

Entry 6:
DFT (wB97M-V/def2-TZVPD) results for a structure of composition C28H39AsCsI2N2OSSi3 in a non-equilibrium geometry.

Cartesian coordinates (Å):
1 Cs 0.076 0.464 -0.310
2 C -3.590 0.351 0.693
3 C -3.328 1.587 1.512
4 C -4.412 2.337 2.030
5 C -4.135 3.457 2.758
6 C -2.796 3.840 2.987
7 C -2.480 4.998 3.737
8 C -1.163 5.314 3.928
9 C -0.141 4.512 3.400
10 C -0.383 3.365 2.659
11 S 0.932 2.411 2.061
12 C -1.771 3.026 2.440
13 N -2.080 1.926 1.709
14 H -4.652 0.103 0.663
15 H -3.046 -0.504 1.096
16 H -3.264 0.487 -0.341
17 H -5.429 2.017 1.841
18 H -4.932 4.067 3.170
19 H -3.285 5.601 4.140
20 H -0.881 6.194 4.497
21 H 0.887 4.798 3.583
22 I 2.292 0.067 -5.299
23 C 0.752 -1.215 -4.761
24 C 0.174 -2.039 -5.730
25 C -0.831 -2.925 -5.439
26 I -1.609 -4.101 -6.968
27 C -1.311 -3.016 -4.100
28 C -2.331 -3.900 -3.681
29 C -2.720 -3.916 -2.369
30 C -2.086 -3.038 -1.474
31 N -1.137 -2.204 -1.821
32 C -0.738 -2.180 -3.113
33 C 0.349 -1.235 -3.419
34 O 0.821 -0.532 -2.487
35 H 0.545 -1.966 -6.745
36 H -2.792 -4.558 -4.406
37 H -3.495 -4.582 -2.014
38 H -2.380 -3.036 -0.427
39 C 0.503 -5.515 1.450
40 Si 1.599 -4.460 2.566
41 C 3.150 -5.462 2.987
42 C 0.685 -4.104 4.179
43 As 2.022 -2.425 1.495
44 Si 3.314 -2.876 -0.434
45 C 2.193 -3.807 -1.618
46 C 3.801 -1.236 -1.214
47 C 4.879 -3.906 -0.148
48 Si 3.340 -1.179 3.006
49 C 4.139 0.246 2.075
50 C 4.708 -2.194 3.841
51 C 2.206 -0.496 4.340
52 H 0.135 -6.384 2.004
53 H 1.060 -5.889 0.590
54 H -0.359 -4.960 1.077
55 H 2.834 -6.387 3.486
56 H 3.820 -4.938 3.667
57 H 3.716 -5.752 2.102
58 H 0.329 -5.043 4.614
59 H -0.177 -3.451 4.033
60 H 1.346 -3.636 4.910
61 H 1.305 -3.209 -1.818
62 H 1.876 -4.784 -1.250
63 H 2.721 -3.958 -2.565
64 H 2.927 -0.627 -1.463
65 H 4.275 -1.492 -2.169
66 H 4.509 -0.643 -0.633
67 H 4.655 -4.960 0.019
68 H 5.492 -3.551 0.681
69 H 5.481 -3.843 -1.061
70 H 4.981 -0.092 1.465
71 H 4.528 0.951 2.816
72 H 3.444 0.808 1.451
73 H 5.320 -2.763 3.140
74 H 4.307 -2.882 4.587
75 H 5.366 -1.494 4.369
76 H 1.501 0.232 3.929
77 H 2.828 0.025 5.076
78 H 1.654 -1.277 4.862

Energy above the lowest of the compared OMol25 structures with the same formula, charge and spin = 8.4 kcal/mol
Total charge = -1
HOMO energy = -3.91 eV
Kohn-Sham gap = 0.2151 Ha

These are the Löwdin partial charges, in e, on atoms 1 to 4: Cs 0.91; C -0.06; C -0.35; C -0.04